Here is a single C16H24N4O5S molecule at a distorted geometry from OMol25. Energies are from ωB97M-V/def2-TZVPD.

Geometry (Å):
C: -0.874 -4.110 -2.105
C: -0.167 -4.714 -0.894
C: 1.331 -4.832 -1.171
C: -0.378 -3.922 0.425
N: -1.616 -4.274 1.121
C: -2.909 -4.128 0.730
N: -3.799 -4.874 1.443
O: -3.295 -3.395 -0.170
C: -0.121 -2.417 0.220
O: 0.986 -1.972 0.443
N: -1.181 -1.713 -0.229
C: -1.245 -0.360 -0.536
C: -2.490 0.153 -0.915
C: -2.636 1.489 -1.232
C: -1.542 2.342 -1.179
C: -0.317 1.824 -0.812
S: 1.124 2.882 -0.752
O: 0.690 4.251 -0.856
O: 2.102 2.419 -1.692
N: 1.684 2.516 0.788
C: 3.122 2.473 0.964
C: 3.676 3.879 1.204
O: 3.031 4.496 2.298
C: 1.642 4.611 2.071
C: 1.006 3.234 1.847
C: -0.145 0.494 -0.491
H: -1.937 -3.980 -1.922
H: -0.755 -4.773 -2.959
H: -0.440 -3.147 -2.362
H: -0.575 -5.719 -0.723
H: 1.780 -3.844 -1.226
H: 1.498 -5.343 -2.116
H: 1.832 -5.393 -0.385
H: 0.420 -4.235 1.107
H: -1.473 -4.956 1.850
H: -3.547 -5.347 2.292
H: -4.774 -4.679 1.290
H: -2.057 -2.235 -0.363
H: -3.338 -0.515 -0.957
H: -3.603 1.870 -1.522
H: -1.618 3.390 -1.417
H: 3.543 2.040 0.058
H: 3.336 1.827 1.822
H: 4.737 3.846 1.456
H: 3.528 4.479 0.293
H: 1.228 5.092 2.958
H: 1.453 5.233 1.185
H: -0.041 3.342 1.560
H: 1.076 2.633 2.760
H: 0.830 0.134 -0.210

SMILES: CC(C)[C@H](NC(N)=O)C(=O)Nc1cccc(S(=O)(=O)N2CCOCC2)c1
HOMO level in Ha: -0.3181
Kohn-Sham gap in eV: 8.9

Here is 3 unconnected molecules or ions with the total composition C15H37NO7P at a distorted geometry from OMol25. Energies are from ωB97M-V/def2-TZVPD.

Geometry (Å):
C: 1.233 0.323 1.639
C: 2.003 -0.789 2.245
N: 1.785 -1.109 3.440
C: 3.027 -1.543 1.387
P: 4.601 -1.694 2.264
O: 4.819 -3.209 2.649
H: 1.362 1.235 2.206
H: 0.192 0.047 1.715
H: 1.501 0.523 0.610
H: 2.328 -1.917 3.753
H: 3.223 -1.063 0.434
H: 2.621 -2.536 1.248
H: 5.701 -1.268 1.516
H: 4.476 -1.019 3.481
H: 4.962 -3.282 3.611
C: -2.199 0.013 4.081
O: -3.356 0.005 3.280
C: -4.439 -0.688 3.882
C: -5.767 -0.136 3.414
O: -6.129 1.096 4.014
C: -5.447 2.268 3.591
C: -5.819 2.736 2.202
O: -5.170 1.954 1.211
C: -5.863 1.958 -0.018
H: -1.810 -1.004 4.217
H: -1.450 0.619 3.573
H: -2.403 0.464 5.059
H: -4.384 -0.611 4.974
H: -4.370 -1.747 3.597
H: -6.539 -0.841 3.732
H: -5.810 -0.079 2.325
H: -4.366 2.157 3.692
H: -5.763 3.043 4.292
H: -5.500 3.780 2.078
H: -6.906 2.679 2.083
H: -6.891 1.600 0.110
H: -5.344 1.280 -0.693
H: -5.876 2.959 -0.462
C: 5.707 -1.235 -3.171
O: 4.505 -1.258 -3.897
C: 3.501 -2.032 -3.269
C: 2.123 -1.502 -3.593
O: 1.778 -0.325 -2.872
C: 2.391 0.897 -3.274
C: 1.889 1.439 -4.593
O: 2.472 0.735 -5.673
C: 1.685 0.788 -6.845
H: 6.147 -2.237 -3.107
H: 6.401 -0.572 -3.683
H: 5.526 -0.841 -2.159
H: 3.635 -2.023 -2.177
H: 3.595 -3.065 -3.629
H: 1.401 -2.256 -3.268
H: 1.990 -1.370 -4.667
H: 3.479 0.813 -3.274
H: 2.117 1.617 -2.499
H: 2.169 2.498 -4.675
H: 0.796 1.356 -4.624
H: 0.679 0.394 -6.660
H: 2.167 0.165 -7.595
H: 1.614 1.811 -7.227

HOMO level in Ha: -0.3912
Net charge: +1
Kohn-Sham gap in eV: 6.3

Here is a molecular structure, C50H46HfN11O4PS at a distorted geometry from OMol25. Energies are from ωB97M-V/def2-TZVPD.

Geometry (Å):
Hf: 0.554 0.230 0.159
C: 4.263 2.202 2.283
C: 5.059 1.021 2.779
C: 6.438 1.191 3.032
C: 7.127 0.192 3.677
C: 6.540 -1.065 3.932
C: 5.219 -1.272 3.615
C: 4.470 -0.245 2.973
P: 2.708 -0.386 2.642
C: 2.229 -2.083 3.098
C: 2.611 -2.955 2.054
C: 2.262 -4.308 2.007
C: 1.372 -4.751 2.974
C: 0.970 -3.946 4.035
C: 1.538 -2.681 4.203
C: 1.619 -2.091 5.584
C: 1.994 0.879 3.721
C: 2.497 1.096 4.990
C: 1.882 1.982 5.858
C: 0.765 2.707 5.430
C: 0.331 2.576 4.128
C: 0.995 1.745 3.200
C: 0.734 1.954 1.758
H: 4.964 2.997 1.997
H: 3.599 2.610 3.098
H: 3.599 1.976 1.432
H: 6.928 2.139 2.796
H: 8.180 0.363 4.014
H: 7.085 -1.904 4.394
H: 4.728 -2.246 3.824
H: 3.255 -2.545 1.268
H: 2.604 -4.929 1.150
H: 0.970 -5.780 2.958
H: 0.296 -4.313 4.796
H: 1.584 -2.894 6.345
H: 0.841 -1.334 5.819
H: 2.589 -1.586 5.683
H: 3.376 0.535 5.345
H: 2.173 2.109 6.908
H: 0.190 3.359 6.110
H: -0.535 3.177 3.763
H: 1.533 2.564 1.279
H: -0.216 2.500 1.634
C: -0.310 4.265 -3.239
N: -0.718 3.349 -2.188
C: -0.193 2.135 -1.926
N: -0.826 1.572 -0.859
C: -1.749 2.540 -0.493
N: -1.617 3.634 -1.198
C: -0.661 3.988 -4.717
C: -0.408 4.916 -5.757
C: -0.895 4.799 -7.074
C: -1.616 3.646 -7.389
C: -1.821 2.689 -6.377
C: -1.325 2.845 -5.056
C: -2.671 1.529 -6.647
N: -3.253 1.190 -7.793
N: -3.859 0.007 -7.592
C: -3.559 -0.450 -6.400
O: -2.798 0.493 -5.712
C: -3.898 -1.734 -5.808
C: -4.746 -2.703 -6.394
C: -5.032 -3.870 -5.708
C: -4.414 -4.065 -4.441
C: -3.555 -3.119 -3.834
C: -3.035 -3.277 -2.434
N: -1.709 -2.627 -2.152
C: -1.324 -2.010 -1.045
N: -0.141 -1.397 -1.183
C: 0.192 -1.738 -2.499
N: -0.699 -2.469 -3.090
C: -3.272 -1.979 -4.570
H: 0.776 4.404 -3.157
H: -0.787 5.244 -2.991
H: 0.527 1.614 -2.542
H: -2.545 2.491 0.256
H: 0.231 5.753 -5.480
H: -0.641 5.565 -7.778
H: -2.044 3.434 -8.370
H: -1.530 2.054 -4.318
H: -5.158 -2.506 -7.407
H: -5.658 -4.669 -6.099
H: -4.540 -5.017 -3.909
H: -2.864 -4.342 -2.271
H: -3.675 -2.877 -1.648
H: -1.880 -2.060 -0.120
H: 1.097 -1.412 -3.014
H: -2.601 -1.213 -4.156
N: 3.334 1.609 -1.247
C: 4.494 1.309 -1.893
C: 4.552 -0.112 -1.997
C: 3.361 -0.549 -1.423
N: 2.569 0.503 -1.012
H: 2.928 2.530 -1.052
H: 5.249 2.068 -2.087
H: 5.279 -0.774 -2.399
H: 3.003 -1.548 -1.154
N: -0.908 -0.692 1.889
C: -2.354 -0.829 2.214
C: -2.690 -1.668 3.288
C: -4.011 -1.666 3.711
C: -4.976 -0.768 3.078
C: -4.580 -0.068 1.875
C: -3.261 -0.120 1.460
S: -6.517 -0.341 3.851
O: -6.962 -1.534 4.626
O: -7.325 -0.045 2.657
O: -6.206 0.838 4.644
H: -0.453 -0.236 2.705
H: -0.578 -1.655 1.884
H: -1.929 -2.242 3.816
H: -4.395 -2.366 4.476
H: -5.370 0.462 1.326
H: -2.966 0.482 0.598

HOMO level in Ha: -0.3983
Net charge: +2
Kohn-Sham gap in eV: 3.5

Here is a single C3H6N2O2S molecule at a distorted geometry from OMol25. Energies are from ωB97M-V/def2-TZVPD.

Geometry (Å):
C: 0.969 -1.492 -1.980
O: 0.134 -1.253 -0.917
N: -0.015 0.127 -0.792
C: -0.434 0.294 0.483
N: -0.937 -0.632 1.280
C: -0.453 1.680 0.870
O: -0.995 1.717 2.117
S: 0.185 2.919 -0.179
H: 1.951 -1.272 -1.777
H: 0.771 -0.581 -2.787
H: 0.550 -2.436 -2.331
H: -0.263 -1.442 1.029
H: -0.555 -0.321 2.447
H: -0.909 2.692 2.538

SMILES: CO/N=C(\N)C(O)=S
HOMO level in Ha: -0.3139
Kohn-Sham gap in eV: 7.8

Here is a molecular structure, C14H35Cl7NO8 at a distorted geometry from OMol25. Energies are from ωB97M-V/def2-TZVPD.

Geometry (Å):
Cl: 1.584 -0.322 0.084
O: 2.965 -0.381 0.507
O: 1.358 0.936 -0.597
O: 1.375 -1.428 -0.831
O: 0.676 -0.486 1.193
Cl: 5.843 0.750 -2.661
C: 4.440 -0.325 -2.822
C: 4.636 -1.708 -2.229
Cl: 5.842 -2.652 -3.147
H: 4.197 -0.444 -3.876
H: 3.581 0.115 -2.316
H: 3.680 -2.228 -2.256
H: 4.933 -1.670 -1.184
Cl: 1.544 -3.501 3.230
C: 0.471 -2.337 2.395
C: -0.156 -2.921 1.161
Cl: -1.501 -4.050 1.537
H: 1.124 -1.514 2.111
H: -0.266 -2.001 3.117
H: 0.585 -3.391 0.519
H: -0.624 -2.118 0.593
Cl: 5.115 -5.158 0.801
C: 3.842 -4.654 1.959
C: 2.742 -3.901 1.262
Cl: 1.892 -4.895 0.054
H: 4.336 -3.999 2.676
H: 3.498 -5.526 2.510
H: 3.161 -3.007 0.800
H: 1.982 -3.539 1.953
C: 2.062 2.222 -3.734
O: 1.132 2.740 -4.688
H: 1.562 1.546 -3.042
H: 2.907 1.731 -4.228
H: 2.494 3.052 -3.173
H: 0.456 2.070 -4.809
C: -2.169 -1.716 -1.514
O: -3.165 -1.061 -0.757
H: -1.208 -1.193 -1.529
H: -1.996 -2.725 -1.131
H: -2.491 -1.846 -2.556
H: -2.946 -0.119 -0.691
C: -4.389 5.614 0.055
O: -3.970 4.271 0.074
C: -2.844 4.016 -0.765
C: -2.780 2.520 -0.988
N: -2.919 1.697 0.221
C: -1.794 1.869 1.157
C: -1.897 0.845 2.266
O: -3.025 1.166 3.055
C: -3.118 0.380 4.228
H: -3.562 6.333 0.043
H: -4.993 5.748 0.950
H: -4.970 5.829 -0.850
H: -1.946 4.434 -0.295
H: -2.981 4.566 -1.704
H: -1.870 2.244 -1.527
H: -3.609 2.239 -1.646
H: -3.729 2.101 0.686
H: -1.751 2.890 1.551
H: -0.873 1.702 0.592
H: -0.930 0.821 2.789
H: -2.057 -0.174 1.885
H: -2.162 0.406 4.757
H: -3.390 -0.645 3.947
H: -3.932 0.783 4.826

HOMO level in Ha: -0.2118
Net charge: -1
Kohn-Sham gap in eV: 8.2

Here is 2 unconnected molecules or ions with the total composition C4H8O4 at a distorted geometry from OMol25. Energies are from ωB97M-V/def2-TZVPD.

Geometry (Å):
C: -3.512 0.069 -0.114
C: -2.002 0.124 0.046
O: -1.150 1.023 0.286
O: -1.609 -1.127 -0.078
H: -4.006 1.094 -0.276
H: -3.671 -0.600 -0.967
H: -4.111 -0.270 0.813
H: -0.521 -0.931 0.091
C: 3.413 -0.274 0.029
C: 1.952 -0.048 -0.165
O: 1.237 -0.983 0.136
O: 1.660 1.209 -0.220
H: 3.591 -1.255 -0.178
H: 4.204 0.424 -0.511
H: 3.627 0.035 1.140
H: 0.675 1.297 0.122

SMILES: CC(=O)O.CC(=O)O
HOMO level in Ha: -0.3895
Kohn-Sham gap in eV: 11.3

Here is a single C5H6FP molecule at a distorted geometry from OMol25. Energies are from ωB97M-V/def2-TZVPD.

Geometry (Å):
F: -1.122 2.092 0.692
C: -0.743 1.327 -0.380
C: 0.701 1.014 -0.444
C: 1.112 -0.254 0.345
C: 0.393 -1.344 0.544
C: -1.030 -1.501 0.351
P: -2.077 -0.327 -0.219
H: -1.150 1.823 -1.215
H: 1.451 1.680 -0.304
H: 0.812 0.687 -1.537
H: 2.170 -0.457 0.590
H: 0.977 -2.201 0.836
H: -1.495 -2.540 0.740

SMILES: F[C@H]1CC=CC=P1
HOMO level in Ha: -0.3185
Kohn-Sham gap in eV: 8.5

Here is a molecular structure, C11H24BrN3O6V at a distorted geometry from OMol25. Energies are from ωB97M-V/def2-TZVPD.

Geometry (Å):
O: -0.317 -1.041 1.570
V: -0.569 0.432 1.135
C: -0.582 2.038 5.023
C: -0.529 1.514 3.609
O: 0.550 1.111 3.067
O: -1.541 1.323 2.878
H: 0.300 2.637 5.211
H: -0.593 1.091 5.572
H: -1.523 2.535 5.233
Br: -1.529 2.712 -0.174
C: -0.171 -0.557 -2.231
O: -0.437 -0.570 -1.047
N: 1.030 -0.771 -2.777
C: 1.229 -0.663 -4.220
C: 2.177 -1.276 -2.037
H: -0.930 -0.396 -3.014
H: 2.104 -0.063 -4.483
H: 0.354 -0.275 -4.726
H: 1.539 -1.668 -4.531
H: 2.863 -0.450 -1.837
H: 1.875 -1.678 -1.072
H: 2.660 -2.046 -2.636
C: 2.657 0.957 0.530
O: 1.433 0.942 0.464
N: 3.425 1.842 -0.087
C: 4.897 1.711 -0.028
C: 2.904 2.945 -0.868
H: 3.204 0.135 1.010
H: 5.308 1.729 -1.036
H: 5.198 0.796 0.470
H: 5.209 2.590 0.539
H: 3.193 3.928 -0.494
H: 3.309 2.869 -1.880
H: 1.818 2.903 -0.921
C: -3.566 -1.235 1.199
O: -2.717 -0.435 0.840
N: -4.169 -2.122 0.396
C: -5.028 -3.155 0.962
C: -3.903 -2.197 -1.033
H: -3.900 -1.290 2.248
H: -6.080 -2.992 0.722
H: -4.969 -3.248 2.046
H: -4.651 -4.112 0.594
H: -4.589 -1.507 -1.531
H: -2.907 -1.799 -1.225
H: -4.039 -3.197 -1.429

HOMO level (alpha / beta) in Ha: -0.2766 / -0.2770
Multiplicity: 2
Kohn-Sham gap (alpha / beta) in eV: 7.9 / 7.9